Record 1
{
  "formula": "C23H16Co2NO6",
  "method": "ωB97M-V/def2-TZVPD",
  "total_charge": -1,
  "gap_ha": 0.193,
  "symbols": ["C", "N", "C", "C", "C", "C", "C", "C", "C", "H", "H", "H", "H", "H", "H", "H", "H", "H", "O", "C", "Co", "C", "O", "C", "O", "C", "C", "C", "C", "C", "C", "C", "C", "C", "Co", "C", "O", "C", "O", "C", "O", "H", "H", "H", "H", "H", "H", "H"],
  "xyz": [[0.05741, 2.55149, -1.84009], [0.58235, 2.00298, -0.57730], [1.47606, 2.63715, 0.10634], [2.58389, 1.99242, 0.84896], [2.63518, 2.10722, 2.25178], [3.57023, 1.36805, 2.97784], [4.49283, 0.54612, 2.31823], [4.47673, 0.45717, 0.91607], [3.51819, 1.15801, 0.18301], [0.34367, 1.96790, -2.73783], [-1.03134, 2.51103, -1.78440], [0.33390, 3.61848, -2.00536], [1.47109, 3.73572, 0.27511], [1.90510, 2.75952, 2.74485], [3.60169, 1.45080, 4.06709], [5.23899, -0.00586, 2.87427], [5.21308, -0.14033, 0.38550], [3.44807, 1.07616, -0.90538], [-5.43750, -2.49770, 3.33292], [-4.70150, -1.93759, 2.66500], [-3.33028, -1.29008, 1.73620], [-2.10657, -1.49178, 2.99529], [-1.26792, -1.67310, 3.75924], [-2.81921, -2.62899, 0.70692], [-2.36276, -3.49912, 0.08298], [-2.62430, 0.45750, 1.00311], [-1.66632, 0.32529, 0.01220], [-0.23389, 0.36910, -0.09066], [0.40603, -0.73382, -0.90832], [1.49310, -1.41805, -0.36096], [2.29356, -2.19527, -1.19026], [1.86914, -2.49336, -2.49371], [0.69690, -1.91708, -2.97359], [-0.05923, -1.05170, -2.17581], [-3.33583, 0.07435, -0.58084], [-5.04523, -0.27239, -0.11455], [-6.19317, -0.37674, 0.00183], [-3.27906, -1.33107, -1.69629], [-3.44908, -2.17445, -2.46709], [-3.54596, 1.45227, -1.72777], [-3.69811, 2.36139, -2.42806], [-2.68556, 1.29254, 1.72767], [0.23437, 0.48962, 0.88050], [1.79380, -1.23424, 0.68960], [3.25768, -2.56592, -0.82605], [2.44134, -3.20421, -3.10337], [0.36636, -2.10338, -3.98323], [-0.92790, -0.52606, -2.57162]],
  "forces_ev_per_angstrom": [[-1.02, 0.71, 0.85], [3.59, 1.47, -2.71], [-0.83, 0.64, -0.05], [0.01, -1.29, 0.45], [0.16, -0.11, -0.49], [0.26, 0.05, -0.03], [-0.34, 0.36, -0.54], [-0.27, 0.44, 0.18], [-0.51, 0.41, 0.49], [0.27, 0.02, 0.75], [-0.01, 0.01, -0.17], [-0.04, -0.63, 0.21], [-0.36, -0.11, -0.31], [0.31, -0.32, -0.08], [-0.05, -0.08, -0.34], [-0.05, -0.01, 0.08], [-0.11, -0.03, 0.16], [0.06, -0.08, 0.39], [-0.65, -0.61, 0.50], [0.09, 1.07, -0.23], [0.46, -0.17, -0.62], [-0.23, 1.03, -0.65], [-0.16, -0.19, 0.02], [1.47, -1.73, -1.26], [-0.83, 1.12, 1.02], [1.97, 1.40, 3.40], [4.69, 0.60, 1.32], [-3.65, -3.27, 1.10], [-0.81, 1.53, 0.95], [0.91, 0.42, 0.02], [-0.22, -0.46, 0.00], [0.30, -0.05, 0.16], [-0.37, 0.07, 0.33], [0.84, 0.08, -0.68], [-4.03, -1.56, -3.13], [-1.55, 0.48, 0.12], [1.46, -0.05, -0.04], [-0.33, -1.41, -1.82], [0.40, 1.11, 1.11], [-0.30, 1.13, 0.03], [0.29, -1.33, 0.75], [-0.12, -0.37, -0.54], [-0.03, -0.32, 0.13], [-0.19, 0.03, -0.80], [-0.46, -0.14, -0.04], [-0.18, 0.50, 0.14], [-0.04, -0.21, -0.16], [0.23, -0.20, 0.06]],
  "nbo_charge": [-0.412, -0.381, 0.072, -0.081, -0.220, -0.162, -0.239, -0.210, -0.187, 0.209, 0.212, 0.180, 0.130, 0.216, 0.202, 0.208, 0.209, 0.227, -0.554, 0.438, -0.031, 0.538, -0.556, 0.426, -0.566, -0.482, -0.159, -0.232, -0.001, -0.215, -0.212, -0.260, -0.207, -0.225, -0.109, 0.528, -0.545, 0.535, -0.541, 0.579, -0.542, 0.196, 0.192, 0.216, 0.200, 0.201, 0.201, 0.218]
}



Record 2
{
  "formula": "C40H32I2NO4Sn",
  "method": "ωB97M-V/def2-TZVPD",
  "total_charge": 1,
  "gap_ha": 0.267,
  "symbols": ["Sn", "O", "C", "C", "C", "C", "C", "C", "C", "C", "C", "O", "C", "C", "C", "C", "C", "C", "C", "C", "C", "C", "C", "C", "N", "C", "C", "C", "C", "C", "C", "C", "C", "C", "C", "C", "C", "H", "H", "H", "H", "H", "H", "H", "H", "H", "H", "H", "H", "H", "H", "H", "H", "H", "H", "H", "H", "H", "H", "H", "H", "H", "H", "H", "O", "C", "O", "C", "C", "C", "C", "C", "C", "H", "H", "H", "H", "H", "I", "I"],
  "xyz": [[-0.61064, -0.81708, 0.40480], [0.79931, -0.46394, -0.88320], [1.97155, 0.25577, -0.46774], [1.72544, 0.92906, 0.91186], [0.53911, 1.84611, 0.95888], [0.61782, 3.21965, 1.02392], [-0.55407, 3.96003, 0.97658], [-1.77172, 3.32285, 0.82173], [-1.82466, 1.94001, 0.76378], [-3.12771, 1.21291, 0.54733], [-3.14728, 0.04448, -0.47610], [-2.49792, -1.07845, 0.13815], [-2.44121, 0.35562, -1.78860], [-2.25194, 1.65251, -2.25866], [-1.62517, 1.87654, -3.47506], [-1.18900, 0.80550, -4.24236], [-1.38474, -0.49064, -3.79055], [-2.00940, -0.71530, -2.57251], [-4.60354, -0.34862, -0.71251], [-5.12978, -1.50072, -0.14481], [-6.46652, -1.82261, -0.34819], [-7.27925, -0.99883, -1.10887], [-6.75333, 0.15499, -1.67580], [-5.42090, 0.47684, -1.47988], [-0.67262, 1.24823, 0.89079], [3.13479, -0.72593, -0.32729], [2.99191, -2.05414, -0.70696], [4.05483, -2.93909, -0.57681], [5.26984, -2.50517, -0.07317], [5.42405, -1.17407, 0.29224], [4.36485, -0.29084, 0.16249], [2.27053, 1.27456, -1.56449], [1.89534, 0.98263, -2.87189], [2.19860, 1.85868, -3.90200], [2.88371, 3.03696, -3.64277], [3.27049, 3.32931, -2.34429], [2.96692, 2.45196, -1.31254], [1.58846, 0.12498, 1.64777], [2.61084, 1.46166, 1.24963], [1.58180, 3.69951, 1.10248], [-0.51330, 5.03984, 1.03224], [-2.68920, 3.88815, 0.73707], [-3.44966, 0.76143, 1.49241], [-3.88166, 1.95307, 0.28180], [-2.60203, 2.50185, -1.68407], [-1.48001, 2.88974, -3.82600], [-0.70571, 0.98265, -5.19423], [-1.06541, -1.33163, -4.39201], [-2.20439, -1.72992, -2.24464], [-4.50001, -2.14627, 0.45044], [-6.86953, -2.72440, 0.09349], [-8.31898, -1.25394, -1.26417], [-7.37947, 0.79963, -2.27818], [-5.01363, 1.36727, -1.94593], [2.05059, -2.40288, -1.10802], [3.92758, -3.97208, -0.87222], [6.09623, -3.19590, 0.02711], [6.37399, -0.82050, 0.67156], [4.51531, 0.74884, 0.42757], [1.35691, 0.06798, -3.07849], [1.90340, 1.61630, -4.91478], [3.12267, 3.71820, -4.44834], [3.81660, 4.23877, -2.13063], [3.30594, 2.69818, -0.31343], [-1.31336, -2.74258, 3.40844], [-0.25132, -2.58513, 2.88164], [-0.16149, -2.28577, 1.55274], [1.05367, -2.74872, 3.58617], [2.27146, -2.45816, 2.98188], [3.44735, -2.55101, 3.71290], [3.40707, -2.95281, 5.04082], [2.19211, -3.26735, 5.63878], [1.01633, -3.16341, 4.91576], [2.31202, -2.18747, 1.93797], [4.39216, -2.32394, 3.23605], [4.32469, -3.03073, 5.60924], [2.16255, -3.59007, 6.67076], [0.05948, -3.38465, 5.36809], [-2.32071, 1.36169, 4.32315], [0.21301, 0.61983, 4.47166]],
  "forces_ev_per_angstrom": [[-0.17, 0.08, -0.23], [-0.11, -0.11, 0.28], [-0.07, 0.00, -0.03], [-0.03, 0.02, 0.11], [-0.01, -0.07, -0.11], [0.01, -0.03, 0.03], [-0.01, 0.03, 0.00], [-0.01, -0.02, 0.04], [0.04, 0.03, -0.03], [-0.06, -0.07, 0.06], [-0.03, 0.14, 0.09], [0.12, 0.00, -0.02], [-0.04, 0.01, -0.07], [0.00, 0.01, 0.03], [0.01, -0.02, -0.04], [-0.05, 0.01, 0.01], [-0.02, 0.01, 0.00], [-0.01, 0.02, -0.03], [0.05, 0.03, 0.00], [-0.02, 0.02, 0.00], [0.01, -0.02, 0.01], [-0.01, 0.01, -0.01], [0.00, 0.00, 0.00], [0.00, -0.01, -0.02], [-0.15, -0.09, -0.12], [0.03, 0.02, 0.01], [-0.01, -0.01, 0.01], [0.01, -0.02, 0.02], [0.00, 0.00, 0.01], [0.00, 0.00, 0.01], [-0.02, -0.01, 0.01], [-0.03, -0.05, -0.03], [-0.01, 0.00, 0.01], [0.03, 0.01, 0.02], [-0.01, -0.01, 0.00], [0.00, 0.01, 0.01], [0.04, 0.01, 0.01], [0.00, -0.06, 0.05], [0.01, -0.02, -0.05], [0.00, 0.00, -0.01], [0.00, 0.00, 0.00], [-0.01, 0.00, 0.01], [-0.01, 0.07, -0.06], [0.01, 0.00, -0.02], [0.00, -0.02, -0.04], [0.01, 0.00, 0.00], [-0.01, 0.00, 0.01], [0.00, 0.00, 0.00], [0.00, 0.00, 0.00], [-0.01, 0.00, 0.00], [0.00, 0.00, 0.00], [0.00, 0.00, 0.00], [0.00, 0.00, 0.00], [0.00, 0.00, 0.00], [0.02, 0.01, 0.00], [0.00, 0.00, 0.00], [0.00, 0.00, 0.00], [0.00, 0.00, 0.00], [0.01, -0.01, 0.00], [0.03, 0.03, 0.01], [0.01, 0.00, 0.00], [0.00, 0.00, 0.00], [0.00, 0.00, 0.00], [-0.01, 0.00, -0.01], [-0.07, 0.19, -0.01], [-0.23, -0.24, 0.28], [0.81, 0.06, -0.12], [-0.08, -0.01, -0.12], [0.04, -0.02, 0.01], [0.00, -0.02, -0.02], [0.00, 0.01, -0.01], [-0.02, 0.00, -0.01], [0.01, 0.05, 0.03], [0.00, 0.05, -0.11], [0.00, 0.00, 0.00], [0.00, 0.00, 0.00], [0.00, 0.00, 0.00], [0.00, -0.01, 0.00], [-0.06, 0.02, 0.12], [0.04, -0.01, 0.04]],
  "nbo_charge": [2.670, -0.935, 0.226, -0.503, 0.292, -0.237, -0.100, -0.204, 0.299, -0.497, 0.208, -0.919, -0.111, -0.166, -0.204, -0.194, -0.182, -0.218, 0.023, -0.229, -0.196, -0.189, -0.202, -0.232, -0.669, -0.082, -0.161, -0.210, -0.203, -0.199, -0.213, 0.029, -0.212, -0.198, -0.205, -0.191, -0.254, 0.249, 0.264, 0.246, 0.243, 0.237, 0.272, 0.250, 0.202, 0.226, 0.226, 0.227, 0.237, 0.239, 0.224, 0.223, 0.222, 0.211, 0.220, 0.225, 0.226, 0.224, 0.209, 0.235, 0.219, 0.225, 0.221, 0.199, -0.535, 0.805, -0.956, -0.217, -0.136, -0.224, -0.181, -0.212, -0.148, 0.212, 0.223, 0.225, 0.227, 0.243, 0.026, 0.021]
}



Record 3
{
  "formula": "N2O4",
  "method": "ωB97M-V/def2-TZVPD",
  "smiles": "O=NO[N+](=O)[O-]",
  "gap_ha": 0.385,
  "symbols": ["N", "N", "O", "O", "O", "O"],
  "xyz": [[0.45481, -1.00463, 0.81655], [-0.11815, 0.90463, -0.53191], [0.85982, 1.32791, -0.05761], [0.18467, -2.08525, 1.16476], [-0.89889, 1.32542, -1.28684], [-0.48226, -0.46808, -0.10496]],
  "forces_ev_per_angstrom": [[1.22, -0.30, 1.00], [0.20, -1.31, 0.79], [1.27, 0.87, 0.45], [-0.52, 1.04, -0.88], [-1.00, 0.39, -0.89], [-1.18, -0.69, -0.48]],
  "nbo_charge": [0.373, 0.740, -0.296, -0.219, -0.281, -0.317]
}



Question: Number 3 is which compound?
Answer: N2O4